1 | ORCA calculation (the ωB97M-V functional and the def2-TZVPD basis) on 2 unconnected molecules or ions with the total composition C5H14N.

HOMO energy (spin up / spin down) = -9.721 / -9.820 eV
2S+1 = 2
Net charge = 0
<S²> = 0.751
HOMO-LUMO gap (spin up / spin down) = 11.02 / 8.77 eV

Last column: Mulliken spin population.
CARTESIAN COORDINATES (ANGSTROEM)
C -1.987 0.965 -0.420  -0.03
C -0.765 0.156 -0.004  0.02
C 0.529 0.929 -0.292  0.00
C 1.821 0.115 -0.373  -0.01
C 2.097 -0.609 0.964  0.00
N -0.695 -1.195 -0.671  0.07
H -1.841 1.375 -1.411  0.00
H -2.884 0.366 -0.281  0.00
H -2.124 1.796 0.278  0.00
H -0.817 0.011 1.067  0.05
H 0.710 1.722 0.447  0.00
H 0.353 1.487 -1.215  0.00
H 2.623 0.829 -0.532  0.00
H 1.750 -0.611 -1.176  0.01
H 2.536 0.121 1.645  0.00
H 2.822 -1.407 0.829  0.00
H 1.184 -0.963 1.433  0.00
H -3.018 -1.797 0.373  0.91
H -1.693 -1.436 -0.772  0.02
H -0.598 -1.855 0.109  -0.05

2 | ORCA calculation (the ωB97M-V functional and the def2-TZVPD basis) on 3 unconnected molecules or ions with the total composition C5H14N.

HOMO energy (spin up / spin down) = -8.000 / -8.887 eV
2S+1 = 2
Net charge = 0
<S²> = 0.755
HOMO-LUMO gap (spin up / spin down) = 8.16 / 9.05 eV

Last column: Mulliken spin population.
CARTESIAN COORDINATES (ANGSTROEM)
C 0.330 0.431 0.139  -0.01
C 1.429 1.292 0.961  0.07
C 2.947 1.164 0.124  -0.02
C 3.435 -0.348 0.040  0.85
C 3.256 -1.234 -1.280  -0.04
N 0.256 -1.053 0.310  0.02
H -0.646 0.834 0.341  0.00
H 0.521 0.622 -1.011  0.00
H 1.497 0.688 1.964  0.00
H 1.094 2.273 1.364  0.00
H 3.672 1.835 0.631  0.02
H 2.769 1.700 -0.986  0.01
H 1.321 -1.338 0.368  0.00
H 4.307 -0.583 0.591  0.03
H 3.453 -2.341 -1.261  0.00
H 2.158 -1.251 -1.727  0.01
H 3.938 -0.763 -2.145  0.06
H -46.531 -0.286 -1.143  0.00
H -47.356 -0.387 -0.071  0.00
H -0.369 -1.461 1.011  0.00

Most stable = 1